The following is a quantum chemistry calculation of 6 unconnected molecules or ions with the total composition C7H12BBrCl15O2S, from the OMol25 dataset.

Calculated values
- DFT total energy: -280941.5001 eV
- Multiplicity: 1
- F_max: 3.82 eV/A
- Frontier orbital gap: 0.2875 Ha
- LUMO level: 2.121 eV
- Total charge: -1

Last columns: bonded neighbours and bond lengths (Å).
Cartesian coordinates (Å):
1 C 2.106 -0.148 -0.458  B2 1.633, H8 1.108, H9 1.121, H10 1.100
2 B 0.953 -1.285 -0.666  C1 1.633, Br3 2.026, S4 1.899, H11 1.203
3 Br 1.582 -3.175 -0.294  B2 2.026
4 S -0.619 -0.872 0.316  B2 1.899, C5 1.852, O6 1.509, O7 1.506
5 C -1.839 -0.232 -0.922  S4 1.852, H12 1.098, H13 1.114, H14 1.109
6 O -1.205 -2.062 1.036  S4 1.509
7 O -0.443 0.222 1.335  S4 1.506
8 H 2.011 0.450 0.471  C1 1.108
9 H 1.996 0.579 -1.304  C1 1.121
10 H 3.080 -0.654 -0.544  C1 1.100
11 H 0.644 -1.272 -1.829  B2 1.203
12 H -2.808 -0.027 -0.447  C5 1.098
13 H -1.914 -1.037 -1.688  C5 1.114
14 H -1.401 0.643 -1.445  C5 1.109
15 C 6.015 0.656 0.015  Cl16 1.767, Cl17 1.771, Cl18 1.766, H19 1.084
16 Cl 5.597 -0.871 0.802  C15 1.767
17 Cl 7.284 0.403 -1.194  C15 1.771
18 Cl 4.592 1.396 -0.723  C15 1.766
19 H 6.397 1.332 0.771  C15 1.084
20 C -2.340 -0.086 3.750  Cl21 1.773, Cl22 1.767, Cl23 1.768, H24 1.091
21 Cl -4.030 -0.215 3.231  C20 1.773
22 Cl -1.971 1.573 4.237  C20 1.767
23 Cl -2.013 -1.211 5.074  C20 1.768
24 H -1.700 -0.347 2.906  C20 1.091
25 C -6.466 -2.625 4.641  Cl26 1.767, Cl27 1.765, Cl28 1.770, H29 1.084
26 Cl -6.695 -1.337 5.830  C25 1.767
27 Cl -5.223 -3.757 5.181  C25 1.765
28 Cl -7.991 -3.471 4.338  C25 1.770
29 H -6.135 -2.175 3.712  C25 1.084
30 C -3.830 3.122 -2.050  Cl31 1.765, Cl32 1.768, Cl33 1.769, H34 1.084
31 Cl -3.749 2.379 -0.451  C30 1.765
32 Cl -2.510 4.277 -2.269  C30 1.768
33 Cl -3.793 1.888 -3.316  C30 1.769
34 H -4.768 3.660 -2.129  C30 1.084
35 C 6.220 0.907 -5.286  Cl36 1.765, Cl37 1.768, Cl38 1.768, H39 1.084
36 Cl 4.667 0.870 -4.449  C35 1.765
37 Cl 7.402 1.851 -4.370  C35 1.768
38 Cl 6.817 -0.735 -5.563  C35 1.768
39 H 6.078 1.383 -6.249  C35 1.084